ORCA calculation (ωB97M-V with the def2-TZVPD basis set) on a single C6H2N2O3 molecule in a non-equilibrium geometry.

```
! wB97M-V def2-TZVPD RIJCOSX def2/J DEFGRID3
* xyz 0 1
O 0.166 -2.284 2.038
C -0.278 -1.762 1.020
O -1.131 -2.302 0.130
C -1.283 -1.362 -0.831
O -1.985 -1.426 -1.833
C -0.480 -0.196 -0.580
N -0.276 0.910 -1.319
C 0.511 1.802 -0.727
C 1.162 1.576 0.557
N 0.959 0.427 1.225
C 0.104 -0.438 0.627
H 0.720 2.739 -1.283
H 1.812 2.318 0.976
*
```

HOMO level   -0.389 hartree
Largest force on an atom   6.3 eV/Å
Energy above the lowest of the compared OMol25 structures with the same formula, charge and spin   0.3 kcal/mol
Lowest unoccupied orbital energy   -1.33 eV
Kohn-Sham gap   0.340 Ha

Here are the natural (NBO) charges for atoms 1 to 6, given in e: -0.476 0.725 -0.436 0.725 -0.475 0.043